Entry 1:
The following is a quantum chemistry calculation of a cluster of 6 separate species, C34H42N5 in total in a non-equilibrium geometry, from OMol25.

Results
Calculated total energy ... -43377.5816 eV
ΔE to the lowest compared entry with this formula, charge and spin ... 133.4 kcal/mol
Frontier orbital gap ... 5.16 eV
Maximum force ... 6.33 eV/A
E_LUMO ... -5.4880 eV
HOMO level ... -10.65 eV
Charge ... +1

Positions of all 81 atoms, in Å:
C 5.9182 -0.8101 -0.1318
C 5.2368 0.6947 -0.1565
N 5.9122 1.6667 0.5915
C 3.9035 1.1340 -1.0020
N 2.5833 0.7958 -0.3470
N 1.5149 0.8482 -1.2455
C 2.5443 -0.6053 0.2209
N 2.0970 -0.7586 1.6827
N 2.8225 -1.7723 -0.4486
H 5.3716 -1.5074 0.6664
H 5.8151 -1.2445 -1.2350
H 7.0729 -0.6999 0.0924
H 5.4351 2.5937 0.4951
H 3.9371 2.3248 -1.0796
H 3.9987 0.7570 -2.1253
H 0.9863 -0.0639 -1.2711
H 1.8308 1.0106 -2.2267
H 1.5891 0.1436 1.9248
H 2.9167 -0.7765 2.3284
H 2.6101 -1.8220 -1.4769
H 3.1617 -2.6678 -0.0040
C 0.5572 1.9835 6.3644
C 1.8852 1.9097 6.7837
C 2.7132 0.8950 6.3045
C 2.2154 -0.0410 5.3976
C 0.8884 0.0351 4.9754
C 0.0578 1.0443 5.4618
H -0.0887 2.7724 6.7407
H 2.2750 2.6432 7.4851
H 3.7461 0.8338 6.6366
H 2.8619 -0.8289 5.0203
H 0.5010 -0.6934 4.2674
H -0.9775 1.1000 5.1370
C -5.1209 -0.3921 3.8201
C -6.0821 -0.0898 4.7842
C -5.7405 -0.0946 6.1362
C -4.4338 -0.3925 6.5239
C -3.4717 -0.6912 5.5596
C -3.8157 -0.6955 4.2080
H -5.3884 -0.3916 2.7667
H -7.0986 0.1491 4.4816
H -6.4913 0.1344 6.8876
H -4.1662 -0.3916 7.5773
H -2.4530 -0.9218 5.8618
H -3.0672 -0.9336 3.4574
C -2.6462 1.3000 -0.6689
C -3.2505 1.3921 -1.9223
C -4.6038 1.7136 -2.0230
C -5.3510 1.9530 -0.8693
C -4.7457 1.8646 0.3839
C -3.3946 1.5339 0.4849
H -1.5923 1.0460 -0.5907
H -2.6666 1.2122 -2.8215
H -5.0760 1.7787 -2.9994
H -6.4045 2.2084 -0.9478
H -5.3278 2.0528 1.2827
H -2.9247 1.4597 1.4617
C -7.0070 1.7779 -5.6095
C -7.5067 0.9693 -4.5890
C -8.1025 -0.2537 -4.8957
C -8.1898 -0.6730 -6.2235
C -7.6868 0.1339 -7.2437
C -7.0993 1.3612 -6.9377
H -6.5458 2.7325 -5.3704
H -7.4324 1.2930 -3.5539
H -8.4977 -0.8804 -4.1009
H -8.6497 -1.6283 -6.4623
H -7.7534 -0.1938 -8.2782
H -6.7125 1.9921 -7.7332
C 8.5648 -2.6904 -5.3667
C 8.0680 -1.5884 -4.6712
C 8.0490 -1.5935 -3.2768
C 8.5363 -2.6977 -2.5771
C 9.0365 -3.7982 -3.2726
C 9.0470 -3.7969 -4.6672
H 8.5763 -2.6874 -6.4535
H 7.6946 -0.7252 -5.2165
H 7.6557 -0.7375 -2.7353
H 8.5261 -2.6999 -1.4903
H 9.4178 -4.6580 -2.7271
H 9.4316 -4.6566 -5.2087

Here are the Mulliken charges for atoms 1 to 8, given in e:
1. C -0.785
2. C 0.627
3. N -0.666
4. C -0.741
5. N 0.371
6. N -0.641
7. C -0.109
8. N -0.483



Entry 2:
The following is a quantum chemistry calculation of an isolated molecule of C23H31N3O4S, from OMol25.

Results
Calculated total energy ... -47849.9466 eV
SMILES ... CCN(CC)CCNC(=O)[C@H]1c2cc(OC)c(OC)cc2C(=O)N(C)[C@@H]1c1cccs1
ΔE to the lowest compared entry with this formula, charge and spin ... 44.5 kcal/mol
Frontier orbital gap ... 8.50 eV
Maximum force ... 0.60 eV/A
E_LUMO ... 0.5969 eV
HOMO level ... -7.90 eV
Charge ... 0

Positions of all 62 atoms, in Å:
C -0.6025 5.5776 -1.1329
C 0.8523 5.1862 -1.4267
N 1.1548 3.7768 -1.5642
C 1.1019 2.9913 -0.3430
C 2.1744 3.3985 0.6625
C 0.6258 3.1242 -2.7334
C -0.8312 2.6026 -2.6900
N -0.9488 1.3359 -2.0056
C -1.6487 1.1738 -0.8723
O -2.3153 2.0445 -0.3538
C -1.5716 -0.2544 -0.2888
C -0.1970 -0.8327 -0.4010
C 0.2052 -1.6172 -1.4675
C 1.5055 -2.1078 -1.5817
O 1.7101 -2.8508 -2.7011
C 2.9126 -3.5590 -2.9113
C 2.4463 -1.7822 -0.5821
O 3.7309 -2.2389 -0.7183
C 4.6707 -1.8991 0.2733
C 2.0297 -1.0086 0.4899
C 0.7272 -0.5368 0.5948
C 0.3712 0.3156 1.7557
O 1.2233 0.8142 2.4766
N -0.9536 0.5114 1.9484
C -1.4111 1.3442 3.0336
C -1.9634 -0.2006 1.1959
C -2.1668 -1.5836 1.7413
C -1.3897 -2.2822 2.6104
C -1.8863 -3.5801 2.8752
C -3.0293 -3.8500 2.2001
S -3.5305 -2.5228 1.2268
H -0.6396 6.6176 -0.8168
H -1.2268 5.4723 -2.0170
H -1.0147 4.9641 -0.3359
H 1.4861 5.5655 -0.6232
H 1.1730 5.6767 -2.3520
H 1.2853 1.9513 -0.6283
H 0.1179 3.0330 0.1476
H 2.2111 2.6559 1.4555
H 3.1442 3.4491 0.1741
H 1.9566 4.3627 1.1135
H 0.7043 3.8309 -3.5633
H 1.2757 2.2683 -2.9613
H -1.4845 3.2989 -2.1662
H -1.1888 2.4800 -3.7184
H -0.3767 0.5735 -2.3385
H -2.2998 -0.8638 -0.8345
H -0.4905 -1.8902 -2.2474
H 3.1234 -4.2463 -2.0900
H 3.7609 -2.8857 -3.0462
H 2.7480 -4.1264 -3.8272
H 4.8002 -0.8156 0.3503
H 4.3894 -2.3034 1.2503
H 5.6063 -2.3537 -0.0495
H 2.7089 -0.7325 1.2800
H -0.5350 1.7705 3.5184
H -2.0408 2.1442 2.6402
H -1.9797 0.7561 3.7580
H -2.8957 0.3729 1.2735
H -0.4929 -1.8898 3.0552
H -1.4067 -4.2758 3.5400
H -3.6180 -4.7453 2.2074

Here are the natural (NBO) charges for atoms 1 to 8, given in e:
1. C -0.641
2. C -0.207
3. N -0.457
4. C -0.222
5. C -0.628
6. C -0.207
7. C -0.259
8. N -0.616



Entry 3:
The following is a quantum chemistry calculation of a cluster of 15 separate species, C44H68BN15O9S2 in total in a non-equilibrium geometry, from OMol25.

Results
Calculated total energy ... -109845.5629 eV
Frontier orbital gap ... 8.09 eV
Maximum force ... 7.57 eV/A
E_LUMO ... -0.2937 eV
HOMO level ... -8.39 eV
Charge ... 0

Positions of all 139 atoms, in Å:
C 4.3977 2.5566 0.2143
C 4.1663 2.8292 -1.3231
C 5.1269 3.8340 -1.9722
C 5.0424 4.1811 -3.4362
C 3.9490 3.4712 -4.2499
C 2.9984 2.4718 -3.6037
C 3.0572 2.1282 -2.1068
C 2.0265 1.0892 -1.5069
C 0.7092 1.7759 -0.8486
S -0.1005 2.8958 -2.1107
C -0.3675 1.9780 -3.7172
O 0.6655 4.1769 -2.3150
O -1.4832 3.3259 -1.6901
O 1.3216 2.4228 0.3267
S 1.3631 1.3666 1.6091
O 0.7471 1.7964 2.8996
O 2.6610 0.7680 2.0180
O 0.6444 0.0648 0.7926
C -0.2964 0.7296 -0.1195
O -1.1383 1.5680 0.6631
C -2.0158 0.8349 1.5433
C -2.5468 1.9166 2.6257
C -4.0373 1.6049 3.1046
O -2.6410 3.1668 1.8841
B -0.9214 -0.4723 -1.0199
O 0.0311 -1.3334 -1.7103
N -2.3390 -0.8053 -1.1750
C -2.5611 -2.0600 -1.9463
C -3.1559 0.3187 -1.7131
H 3.6399 3.0323 0.8987
H 5.4665 2.8803 0.4581
H 4.4046 1.4212 0.3532
H 5.9405 4.3560 -1.3526
H 5.7726 4.9270 -3.8597
H 3.8662 3.7320 -5.3471
H 2.2510 2.0059 -4.3126
H 1.7478 0.3915 -2.3678
H 2.5900 0.4477 -0.7652
H -0.2133 2.6443 -4.6141
H -1.4229 1.5805 -3.7297
H 0.3261 1.0867 -3.8132
H -1.5149 0.0223 2.1487
H -2.9591 0.4520 1.0270
H -1.8155 2.0341 3.4879
H -4.7087 2.0646 2.3088
H -4.2512 0.4985 3.2022
H -4.2293 2.1825 4.0712
H -1.9095 3.7592 2.1307
H 0.3089 -2.0645 -1.1273
H -3.6622 -2.3624 -1.9065
H -2.3265 -1.8368 -3.0381
H -1.9624 -2.9522 -1.5592
H -3.0424 1.2330 -1.0598
H -4.2515 -0.0032 -1.6130
H -2.9973 0.5106 -2.8197
C -7.7695 2.4575 4.0862
C -7.2359 1.7227 2.9398
N -6.8174 1.1437 2.0373
H -8.8249 2.2318 4.2500
H -7.2364 2.2067 5.0053
H -7.6848 3.5367 3.9442
C -1.0696 -6.1300 0.0937
C -1.3413 -5.5139 -1.2043
N -1.5541 -5.0300 -2.2260
H -0.3767 -5.5282 0.6865
H -1.9814 -6.2482 0.6804
H -0.6258 -7.1200 -0.0173
C -2.4963 -9.4926 -2.2267
C -2.7174 -8.9577 -0.8836
N -2.8905 -8.5357 0.1718
H -1.4565 -9.7920 -2.3721
H -3.1175 -10.3702 -2.4149
H -2.7334 -8.7540 -2.9950
C 7.0451 -0.2625 -1.5045
C 6.7841 0.3220 -2.8200
N 6.5754 0.7830 -3.8518
H 7.7435 0.3471 -0.9275
H 6.1287 -0.3513 -0.9174
H 7.4768 -1.2618 -1.5887
C -0.3655 -4.0422 -5.5099
C -1.5272 -3.1798 -5.2966
N -2.4400 -2.5019 -5.1237
H -0.5317 -4.7449 -6.3281
H 0.5224 -3.4645 -5.7558
H -0.1347 -4.6293 -4.6186
C -2.3818 -8.9162 3.3623
C -1.6872 -9.7296 4.3613
N -1.1415 -10.3684 5.1456
H -2.0885 -9.1881 2.3479
H -3.4642 -9.0360 3.4281
H -2.1648 -7.8532 3.4874
C 3.0551 -1.6499 -7.7022
C 2.5507 -2.9878 -7.3905
N 2.1542 -4.0391 -7.1449
H 3.7361 -1.6678 -8.5551
H 2.2427 -0.9633 -7.9482
H 3.6004 -1.2211 -6.8589
C 0.6414 5.6910 4.0278
C -0.8149 5.6530 4.1617
N -1.9599 5.6161 4.2672
H 1.0135 4.8429 3.4488
H 0.9742 6.5999 3.5228
H 1.1351 5.6606 5.0006
C 3.4147 7.2017 -5.5135
C 4.2331 6.1826 -6.1699
N 4.8776 5.3793 -6.6853
H 2.3508 7.0395 -5.6965
H 3.5631 7.1977 -4.4317
H 3.6584 8.2034 -5.8730
C -0.1085 3.9271 7.5491
C -0.2884 4.4479 8.9045
N -0.4300 4.8568 9.9693
H 0.9189 3.6041 7.3755
H -0.7554 3.0681 7.3596
H -0.3425 4.6805 6.7946
C 3.5876 1.9610 6.0710
C 3.2735 3.3890 6.0301
N 3.0287 4.5128 5.9959
H 3.1363 1.4765 6.9393
H 3.2195 1.4450 5.1813
H 4.6644 1.7898 6.1254
C -7.8263 -2.6396 2.9528
C -8.0426 -2.0904 4.2909
N -8.2101 -1.6533 5.3412
H -6.7891 -2.9485 2.8096
H -8.4533 -3.5146 2.7711
H -8.0567 -1.9074 2.1764
C 9.3486 4.7532 -2.8604
C 8.6190 4.2873 -1.6815
N 8.0442 3.9188 -0.7567
H 10.2078 4.1157 -3.0769
H 8.7132 4.7563 -3.7485
H 9.7230 5.7695 -2.7234
C -5.6826 -6.7430 3.8082
C -5.9503 -6.1331 2.5050
N -6.1595 -5.6549 1.4805
H -4.9902 -6.1410 4.4002
H -6.5962 -6.8556 4.3950
H -5.2409 -7.7349 3.7027

Here are the Mulliken charges for atoms 1 to 8, given in e:
1. C -0.859
2. C 0.889
3. C -0.565
4. C -0.673
5. C -0.860
6. C -0.258
7. C 0.330
8. C -0.849